This record from OMol25 describes a 10-piece molecular cluster, C34H66F5NO13S9 overall in a non-equilibrium geometry. The level of theory is wB97M-V/def2-TZVPD.

Bonds (Å) are listed after each position.
CARTESIAN COORDINATES (ANGSTROEM)
1 S 4.43 -0.52 -6.79  O15 1.488, C39 1.797, C49 1.796
2 S -6.50 -10.11 -2.24  O23 1.488, C55 1.796, C57 1.796
3 S -3.65 -2.40 4.18  O19 1.493, C34 1.794, C41 1.797
4 S 2.93 -2.02 -1.91  O24 1.497, C58 1.786, C61 1.793
5 S -3.95 3.46 -4.91  O25 1.486, C46 1.798, C52 1.795
6 S 0.26 -5.46 -2.46  O22 1.492, C44 1.787, C56 1.791
7 S 5.39 8.63 3.97  O20 1.490, C42 1.794, C47 1.796
8 S -3.20 -7.26 1.05  O26 1.497, C29 1.788, C31 1.792
9 S -1.92 -3.24 7.78  O18 1.490, C35 1.793, C45 1.796
10 F 3.08 5.56 -2.58  C40 1.364
11 F -2.08 2.83 1.02  C33 1.349
12 F -2.45 4.50 -0.28  C33 1.336
13 F -2.62 2.47 -1.02  C33 1.341
14 F 1.30 6.68 -1.99  C40 1.353
15 O 4.26 -0.40 -5.32  S1 1.488
16 O 6.42 7.06 -3.13  N28 1.159
17 O 2.30 7.62 0.04  C54 1.444, C59 1.358
18 O -2.97 -2.48 8.51  S9 1.490
19 O -3.40 -3.86 4.30  S3 1.493
20 O 4.33 7.57 3.98  S7 1.490
21 O 1.06 8.49 1.67  C59 1.192
22 O 1.69 -5.24 -2.81  S6 1.492
23 O -6.48 -9.88 -0.77  S2 1.488
24 O 2.69 -0.58 -1.60  S4 1.497
25 O -5.02 2.47 -5.23  S5 1.486
26 O -2.48 -7.39 -0.26  S8 1.497
27 O 4.83 7.31 -1.73  N28 1.424, C32 1.424
28 N 5.70 6.45 -2.46  O16 1.159, O27 1.424
29 C -4.94 -7.49 0.69  S8 1.788, H110 1.088, H114 1.090, H124 1.091
30 C 0.28 2.11 -0.54  C36 1.386, C38 1.386, H104 1.082
31 C -3.29 -5.51 1.42  S8 1.792, H116 1.090, H117 1.088, H127 1.092
32 C 4.48 6.69 -0.50  O27 1.424, C54 1.526, H92 1.089, H112 1.091
33 C -1.90 3.28 -0.24  F11 1.349, F12 1.336, F13 1.341, C36 1.496
34 C -4.75 -1.93 5.51  S3 1.794, H72 1.090, H90 1.090, H109 1.090
35 C -2.41 -4.96 7.76  S9 1.793, H98 1.090, H115 1.090, H128 1.088
36 C -0.44 3.29 -0.59  C30 1.386, C33 1.496, C60 1.386
37 C 2.26 3.29 -1.20  C38 1.386, C48 1.390, H105 1.082
38 C 1.63 2.10 -0.86  C30 1.386, C37 1.386, H82 1.083
39 C 4.94 -2.22 -7.11  S1 1.797, H88 1.090, H119 1.088, H122 1.090
40 C 2.22 5.79 -1.55  F10 1.364, F14 1.353, C48 1.512, C54 1.579
41 C -4.84 -2.17 2.85  S3 1.797, H69 1.090, H83 1.088, H100 1.089
42 C 5.19 9.58 5.47  S7 1.794, H63 1.090, H80 1.088, H93 1.090
43 C 1.66 6.12 1.73  C50 1.532, C53 1.510, C59 1.517, H95 1.092
44 C 0.04 -7.22 -2.21  S6 1.787, H71 1.089, H123 1.090, H126 1.090
45 C -0.53 -3.44 8.91  S9 1.796, H64 1.090, H91 1.090, H103 1.088
46 C -4.36 4.97 -5.78  S5 1.798, H68 1.090, H76 1.088, H77 1.090
47 C 4.81 9.91 2.85  S7 1.796, H73 1.090, H97 1.088, H118 1.090
48 C 1.54 4.48 -1.22  C37 1.390, C40 1.512, C60 1.386
49 C 6.02 0.23 -7.19  S1 1.796, H106 1.088, H107 1.090, H108 1.090
50 C 1.80 6.01 3.25  C43 1.532, C62 1.472, H79 1.089, H94 1.088
51 C 1.21 3.54 4.05  C62 1.201, H99 1.062
52 C -4.29 4.09 -3.27  S5 1.795, H67 1.085, H87 1.090, H113 1.090
53 C 2.88 5.61 1.00  C43 1.510, C54 1.537, H66 1.085, H81 1.100
54 C 2.99 6.40 -0.31  O17 1.444, C32 1.526, C40 1.579, C53 1.537
55 C -4.80 -10.38 -2.75  S2 1.796, H78 1.090, H111 1.090, H125 1.089
56 C 0.07 -5.02 -0.73  S6 1.791, H84 1.090, H120 1.089, H121 1.090
57 C -7.06 -11.79 -2.50  S2 1.796, H75 1.090, H86 1.090, H89 1.088
58 C 2.07 -2.37 -3.44  S4 1.786, H65 1.089, H74 1.085, H85 1.091
59 C 1.62 7.54 1.21  O17 1.358, O21 1.192, C43 1.517
60 C 0.18 4.48 -0.93  C36 1.386, C48 1.386, H102 1.080
61 C 4.58 -2.15 -2.59  S4 1.793, H70 1.090, H96 1.089, H101 1.091
62 C 1.47 4.64 3.66  C50 1.472, C51 1.201
63 H 5.85 10.44 5.44  C42 1.090
64 H -0.89 -3.86 9.85  C45 1.090
65 H 1.00 -2.31 -3.25  C58 1.089
66 H 3.12 4.55 1.00  C53 1.085
67 H -4.14 3.28 -2.56  C52 1.085
68 H -3.67 5.76 -5.48  C46 1.090
69 H -5.70 -2.80 3.02  C41 1.090
70 H 4.70 -1.45 -3.42  C61 1.090
71 H 0.15 -7.72 -3.17  C44 1.089
72 H -5.05 -0.89 5.37  C34 1.090
73 H 5.49 10.76 2.89  C47 1.090
74 H 2.31 -3.38 -3.76  C58 1.085
75 H -6.46 -12.47 -1.89  C57 1.090
76 H -4.26 4.79 -6.85  C46 1.088
77 H -5.39 5.26 -5.56  C46 1.090
78 H -4.79 -10.67 -3.80  C55 1.090
79 H 1.10 6.67 3.76  C50 1.089
80 H 5.45 8.94 6.31  C42 1.088
81 H 3.70 6.03 1.60  C53 1.100
82 H 2.20 1.18 -0.83  C38 1.083
83 H -4.36 -2.45 1.91  C41 1.088
84 H 0.83 -5.53 -0.14  C56 1.090
85 H 2.35 -1.64 -4.19  C58 1.091
86 H -6.98 -12.05 -3.56  C57 1.090
87 H -5.33 4.43 -3.21  C52 1.090
88 H 5.79 -2.47 -6.47  C39 1.090
89 H -8.10 -11.85 -2.19  C57 1.088
90 H -5.63 -2.58 5.50  C34 1.090
91 H 0.21 -4.09 8.45  C45 1.090
92 H 4.77 7.38 0.28  C32 1.089
93 H 4.15 9.90 5.57  C42 1.090
94 H 2.84 6.20 3.54  C50 1.088
95 H 0.70 5.65 1.49  C43 1.092
96 H 5.29 -1.93 -1.80  C61 1.089
97 H 4.81 9.50 1.84  C47 1.088
98 H -2.64 -5.28 8.78  C35 1.090
99 H 0.99 2.56 4.41  C51 1.062
100 H -5.13 -1.12 2.81  C41 1.089
101 H 4.74 -3.17 -2.94  C61 1.091
102 H -0.38 5.40 -0.95  C60 1.080
103 H -0.10 -2.45 9.08  C45 1.088
104 H -0.19 1.17 -0.26  C30 1.082
105 H 3.31 3.33 -1.44  C37 1.082
106 H 5.93 1.30 -7.01  C49 1.088
107 H 6.25 0.05 -8.24  C49 1.090
108 H 6.79 -0.20 -6.55  C49 1.090
109 H -4.22 -2.04 6.45  C34 1.090
110 H -5.10 -8.52 0.38  C29 1.088
111 H -4.36 -11.15 -2.13  C55 1.090
112 H 5.02 5.75 -0.37  C32 1.091
113 H -3.61 4.90 -3.04  C52 1.090
114 H -5.53 -7.28 1.58  C29 1.090
115 H -1.61 -5.56 7.34  C35 1.090
116 H -3.92 -5.35 2.30  C31 1.090
117 H -2.28 -5.16 1.64  C31 1.088
118 H 3.80 10.20 3.12  C47 1.090
119 H 4.09 -2.87 -6.88  C39 1.088
120 H 0.21 -3.94 -0.65  C56 1.089
121 H -0.93 -5.30 -0.41  C56 1.090
122 H 5.20 -2.33 -8.16  C39 1.090
123 H 0.78 -7.59 -1.51  C44 1.090
124 H -5.24 -6.82 -0.12  C29 1.091
125 H -4.26 -9.44 -2.62  C55 1.089
126 H -0.97 -7.39 -1.82  C44 1.090
127 H -3.69 -4.98 0.56  C31 1.092
128 H -3.30 -5.04 7.14  C35 1.088

Values from the calculation:
gap between HOMO and LUMO	8.67	eV
total charge	0

Löwdin atomic charge list, values in e, 6 entries:
1 S 0.824
2 S 0.813
3 S 0.805
4 S 0.832
5 S 0.802
6 S 0.817

***

This record from OMol25 describes C6H10O in the gas phase. The level of theory is wB97M-V/def2-TZVPD.

Bonds (Å) are listed after each position.
CARTESIAN COORDINATES (ANGSTROEM)
1 O 1.00 -0.18 0.70  C3 1.407, C5 1.402
2 C -1.69 0.19 0.65  C4 1.541, C6 1.542, H8 1.093, H13 1.092
3 C 2.38 0.05 0.53  O1 1.407, H10 1.100, H14 1.100, H17 1.091
4 C -1.43 1.25 -0.44  C2 1.541, C7 1.521, H11 1.095, H16 1.100
5 C 0.45 -0.88 -0.38  O1 1.402, C6 1.554, H12 1.099, H15 1.108
6 C -1.11 -0.81 -0.36  C2 1.542, C5 1.554, C7 1.519, H9 1.094
7 C -1.34 0.16 -1.50  C4 1.521, C6 1.519
8 H -2.76 0.02 0.81  C2 1.093
9 H -1.53 -1.82 -0.44  C6 1.094
10 H 2.93 -0.90 0.41  C3 1.100
11 H -2.16 2.04 -0.66  C4 1.095
12 H 0.77 -1.93 -0.37  C5 1.099
13 H -1.19 0.30 1.61  C2 1.092
14 H 2.58 0.68 -0.35  C3 1.100
15 H 0.82 -0.45 -1.33  C5 1.108
16 H -0.45 1.72 -0.31  C4 1.100
17 H 2.73 0.56 1.43  C3 1.091

Values from the calculation:
gap between HOMO and LUMO	8.56	eV
total charge	0
relative energy (zero: lowest compared OMol25 entry of this formula, charge and spin)	456.6	kJ/mol

Löwdin atomic charge list, values in e, 6 entries:
1 O -0.201
2 C -0.145
3 C -0.103
4 C -0.211
5 C -0.217
6 C -0.326

***

| no. | HOMO level (eV) | DFT total energy (a.u.) |
| --- | --- | --- |
| 1 | -8.355 | -6450.62400 |
| 2 | -8.319 | -309.66847 |